A | {
  "formula": "C6H8",
  "method": "ωB97M-V with the def2-TZVPD basis set",
  "gap_ev": 9.3346,
  "species": ["C", "C", "C", "C", "C", "C", "H", "H", "H", "H", "H", "H", "H", "H"],
  "positions_angstrom": [[2.351, -0.297, 0.310], [1.247, -0.587, -0.333], [-0.055, 0.179, -0.270], [0.038, 1.487, -0.277], [-1.230, -0.720, -0.110], [-2.476, -0.212, 0.204], [3.255, -0.902, 0.230], [2.535, 0.519, 1.001], [1.090, -1.549, -0.824], [1.085, 1.965, -0.278], [-0.842, 2.146, -0.009], [-1.050, -1.852, -0.388], [-3.164, -1.065, 0.223], [-2.784, 0.890, 0.522]]
}

=====

B | {
  "formula": "C6H8",
  "method": "ωB97M-V with the def2-TZVPD basis set",
  "gap_ev": 9.3486,
  "species": ["C", "C", "C", "C", "C", "C", "H", "H", "H", "H", "H", "H", "H", "H"],
  "positions_angstrom": [[-1.821, 1.085, -1.101], [-1.126, 1.027, 0.008], [-0.841, 0.812, 1.311], [0.232, -0.099, 1.335], [0.899, -0.093, 0.114], [1.555, -1.297, -0.486], [-1.323, 1.165, -2.061], [-2.905, 1.039, -1.094], [-1.372, 1.224, 2.162], [0.324, -0.893, 2.071], [1.237, 0.862, -0.275], [1.254, -1.387, -1.536], [1.242, -2.215, 0.017], [2.646, -1.228, -0.464]]
}

=====

C | {
  "formula": "C6H8",
  "method": "ωB97M-V with the def2-TZVPD basis set",
  "gap_ev": 10.9646,
  "species": ["C", "C", "C", "C", "C", "C", "H", "H", "H", "H", "H", "H", "H", "H"],
  "positions_angstrom": [[2.902, -0.335, -0.151], [1.750, -0.232, 0.188], [0.356, -0.058, 0.586], [-0.413, 1.136, -0.050], [-1.613, 0.200, -0.326], [-0.723, -1.020, 0.008], [3.923, -0.415, -0.455], [0.299, -0.027, 1.676], [-0.593, 1.992, 0.607], [0.074, 1.487, -0.964], [-2.433, 0.340, 0.385], [-2.026, 0.231, -1.338], [-0.372, -1.552, -0.880], [-1.132, -1.747, 0.715]]
}

=====

The energy of each structure relative to the most stable one, in hartree, is as follows: A 0.0136; B 0.0456; C 0.0000.

=====

A | {
  "formula": "C6H8",
  "method": "ωB97M-V with the def2-TZVPD basis set",
  "gap_ev": 10.8521,
  "species": ["C", "C", "C", "C", "C", "C", "H", "H", "H", "H", "H", "H", "H", "H"],
  "positions_angstrom": [[-2.676, 0.001, 1.173], [-1.507, 0.144, 0.896], [-0.097, 0.356, 0.565], [0.251, 0.835, -0.909], [1.474, -0.134, -0.823], [0.659, -0.953, 0.180], [-3.711, -0.165, 1.477], [0.366, 0.964, 1.390], [0.359, 1.870, -1.038], [-0.489, 0.379, -1.630], [1.867, -0.508, -1.802], [2.352, 0.370, -0.303], [1.211, -1.447, 1.013], [-0.058, -1.712, -0.189]]
}

=====

B | {
  "formula": "C6H8",
  "method": "ωB97M-V with the def2-TZVPD basis set",
  "gap_ev": [6.9983, 7.6320],
  "species": ["C", "C", "C", "C", "C", "C", "H", "H", "H", "H", "H", "H", "H", "H"],
  "positions_angstrom": [[1.543, -2.469, 0.466], [2.571, -3.019, 0.581], [0.594, -0.093, 0.754], [0.415, 0.888, 1.729], [0.176, -1.058, -1.401], [-0.212, -0.048, -0.370], [1.324, 1.457, 1.614], [0.502, 0.335, 2.652], [-0.440, 1.520, 1.746], [0.799, -0.557, -2.085], [-0.664, -1.545, -1.793], [0.840, -1.750, -0.824], [-1.312, -0.009, -0.095], [-0.014, 0.926, -0.769]]
}

=====

The energy of each structure relative to the most stable one, in hartree, is as follows: A 0.0000; B 0.3446.

=====

A | {
  "formula": "C6H8",
  "method": "ωB97M-V with the def2-TZVPD basis set",
  "gap_ev": 10.0335,
  "species": ["C", "C", "C", "C", "C", "C", "H", "H", "H", "H", "H", "H", "H", "H"],
  "positions_angstrom": [[1.297, -0.328, 0.748], [0.342, -1.255, 0.658], [-0.747, -0.854, -0.288], [-1.470, 0.430, 0.042], [-0.277, 0.478, -0.864], [1.055, 0.827, -0.198], [2.173, -0.403, 1.383], [0.354, -2.213, 1.172], [-1.325, -1.648, -0.757], [-1.426, 0.826, 1.057], [-2.419, 0.557, -0.473], [-0.415, 0.870, -1.869], [0.969, 1.802, 0.299], [1.887, 0.917, -0.912]]
}

=====

B | {
  "formula": "C6H8",
  "method": "ωB97M-V with the def2-TZVPD basis set",
  "gap_ev": 8.8928,
  "species": ["C", "C", "C", "C", "C", "C", "H", "H", "H", "H", "H", "H", "H", "H"],
  "positions_angstrom": [[-1.097, -0.289, 0.673], [-0.415, 1.033, 0.341], [1.041, 0.739, -0.037], [1.497, -0.660, 0.236], [-0.360, -0.864, -0.518], [-0.042, 0.532, -1.037], [-2.167, -0.246, 0.457], [-0.932, -0.768, 1.644], [-0.756, 2.020, 0.622], [1.715, 1.595, -0.087], [0.951, -1.440, -0.432], [1.473, -0.937, 1.298], [-0.784, -1.670, -1.134], [-0.125, 0.956, -2.027]]
}

=====

The energy of each structure relative to the most stable one, in hartree, is as follows: A 0.0000; B 0.1625.

=====

A | {
  "formula": "C4H5ClO",
  "method": "ωB97M-V with the def2-TZVPD basis set",
  "gap_ev": 11.1117,
  "species": ["C", "C", "C", "C", "O", "Cl", "H", "H", "H", "H", "H"],
  "positions_angstrom": [[0.670, -2.208, -0.489], [0.243, -1.105, -0.280], [0.340, 1.090, 0.930], [-0.392, 0.120, 0.057], [-0.640, 1.067, -1.435], [-2.042, -0.184, 0.597], [1.054, -3.162, -0.693], [-0.232, 2.011, 0.999], [1.315, 1.307, 0.501], [0.466, 0.660, 1.923], [-0.782, 0.402, -2.110]]
}

=====

B | {
  "formula": "C4H5ClO",
  "method": "ωB97M-V with the def2-TZVPD basis set",
  "gap_ev": 10.1429,
  "species": ["O", "C", "C", "C", "C", "Cl", "H", "H", "H", "H", "H"],
  "positions_angstrom": [[0.606, -0.374, 2.385], [-0.056, -0.020, 1.364], [-0.670, -1.038, 0.266], [-1.619, -0.330, -0.749], [-0.203, -0.519, -0.983], [0.879, 0.982, -0.962], [0.106, 1.089, 0.861], [-0.621, -2.060, 0.943], [-2.221, -0.865, -1.465], [-1.973, 0.749, -0.656], [0.203, -1.180, -1.796]]
}

=====

The energy of each structure relative to the most stable one, in hartree, is as follows: A 0.0000; B 0.0150.